A 2-piece molecular cluster, C5H8O overall, computed with ωB97M-V/def2-TZVPD.

Geometry as XYZ:
```
14
C5H8O | OMol25 | ωB97M-V/def2-TZVPD
C 1.45246 0.13852 -0.33799
C 0.50398 0.01166 0.87872
C -0.88586 0.40214 0.79732
C -1.43354 -0.38342 -0.32789
O -0.43928 -1.23824 -0.92169
C 0.71687 -1.11401 -0.16535
H 1.17030 0.80418 -1.14774
H 2.50367 0.16594 -0.06140
H 1.00066 0.03974 1.84263
H -0.70410 2.45822 -0.27437
H -0.97235 2.09898 0.33779
H -1.97376 0.17843 -1.09955
H -2.17381 -1.02490 0.17724
H 1.19346 -2.04884 0.11170
```

Properties
* orbital gap: 8.69 eV
* 2S+1: 1
* E_tot: -270.34961 hartree
* energy relative to the best compared isomer or geometry (same formula, charge and spin): 130.7 kcal per mole

A single C5H8O molecule, computed with ωB97M-V/def2-TZVPD.

Geometry as XYZ:
```
14
C5H8O | OMol25 | ωB97M-V/def2-TZVPD
C 1.98689 0.75972 -0.32404
O 1.64783 -0.18231 0.67048
C 0.56870 -1.00418 0.33414
C -0.27394 -0.90392 -0.92033
C -0.95200 -0.47384 0.16324
C -2.16724 0.31261 0.61316
H 1.09138 0.90717 -0.98093
H 2.91503 0.35758 -0.89869
H 2.29984 1.69142 0.16460
H 0.41724 -1.97306 0.81576
H -0.10513 -0.90457 -1.92420
H -3.01491 0.07033 -0.03350
H -1.85147 1.38807 0.76700
H -2.56223 -0.04503 1.55331
```

Properties
* orbital gap: 9.62 eV
* 2S+1: 1
* E_tot: -270.40926 hartree
* SMILES: CO[C@@H]1C=C1C
* energy relative to the best compared isomer or geometry (same formula, charge and spin): 93.3 kcal per mole

C5H8O as an isolated structure, computed with ωB97M-V/def2-TZVPD.

Geometry as XYZ:
```
14
C5H8O | OMol25 | ωB97M-V/def2-TZVPD
C -0.96741 -1.05747 -0.16614
C 0.09998 -0.14112 -0.84730
C -0.49203 1.00502 0.02858
C -0.61972 -0.14627 1.02188
O 0.79931 -0.51589 1.20772
C 1.29421 -0.60809 -0.01193
H -1.96889 -0.89071 -0.56780
H -0.75648 -2.12620 -0.06406
H 0.22250 -0.06519 -1.92897
H -1.46244 1.35516 -0.33493
H 0.16205 1.84078 0.29078
H -1.12030 -0.12292 1.98802
H 2.52812 0.36413 -0.28993
H 2.55134 1.14993 -0.36892
```

Properties
* orbital gap: 9.08 eV
* 2S+1: 1
* E_tot: -270.36592 hartree
* energy relative to the best compared isomer or geometry (same formula, charge and spin): 120.5 kcal per mole

A single C5H8O molecule, computed with ωB97M-V/def2-TZVPD.

Geometry as XYZ:
```
14
C5H8O | OMol25 | ωB97M-V/def2-TZVPD
C -0.56150 -1.38234 2.24460
C -0.31232 -0.35220 1.44502
C -0.72626 -0.21744 0.02273
C 0.12152 0.44544 -0.78218
C -0.09473 0.89010 -2.17641
O 1.45654 0.50058 -0.48571
H -0.08562 -1.56232 3.20988
H -1.37496 -2.09453 2.08830
H 0.13985 0.56849 1.88864
H -1.79420 -0.14649 -0.17784
H 0.79321 1.44901 -2.48302
H -0.84397 1.66798 -2.29571
H -0.25679 0.14814 -2.94419
H 1.67569 0.14417 0.37797
```

Properties
* orbital gap: 9.39 eV
* 2S+1: 1
* E_tot: -270.48546 hartree
* SMILES: C=C/C=C(/C)O
* energy relative to the best compared isomer or geometry (same formula, charge and spin): 45.5 kcal per mole

C5H8O as an isolated structure, computed with ωB97M-V/def2-TZVPD.

Geometry as XYZ:
```
14
C5H8O | OMol25 | ωB97M-V/def2-TZVPD
C 0.60027 -1.47327 0.58347
C 0.18819 -0.29553 -0.81478
C -1.19235 0.18901 -0.98628
C -0.14669 1.12305 -0.47728
C -0.27004 1.57159 0.94327
O 0.18484 2.59822 1.38893
H -0.14077 -1.76522 1.34300
H 1.02500 -2.36125 0.11433
H 1.34954 -0.84879 1.06193
H 0.94019 -0.62632 -1.52553
H -0.46370 -1.07770 -0.12198
H -1.60370 0.24489 -1.98921
H 0.39737 1.84249 -1.09903
H -0.86815 0.87883 1.57915
```

Properties
* orbital gap: 8.49 eV
* 2S+1: 1
* E_tot: -270.31854 hartree
* energy relative to the best compared isomer or geometry (same formula, charge and spin): 150.2 kcal per mole

A 2-piece molecular cluster, C5H8O overall, computed with ωB97M-V/def2-TZVPD.

Geometry as XYZ:
```
14
C5H8O | OMol25 | ωB97M-V/def2-TZVPD
C -0.00283 -1.71817 -0.23064
C 1.03157 -1.14904 0.42137
C 1.36744 0.20863 0.04633
C 0.32885 0.87563 -0.49405
C -1.07551 0.30618 -0.48144
O -1.79021 0.17923 0.49854
H -0.15521 -1.55537 -1.29073
H -0.71107 -2.38761 0.24322
H 1.49800 -1.64531 1.26318
H 2.33734 0.66490 0.24890
H 0.44120 1.82915 -1.00940
H -1.50793 0.16718 -1.48916
H -1.13848 1.84777 1.18958
H -0.62315 2.37685 1.08432
```

Properties
* orbital gap: 9.17 eV
* 2S+1: 1
* E_tot: -270.40597 hartree
* SMILES: C=C/C=C\C=O.[H][H]
* energy relative to the best compared isomer or geometry (same formula, charge and spin): 95.3 kcal per mole

C5H8O as an isolated structure, computed with ωB97M-V/def2-TZVPD.

Geometry as XYZ:
```
14
C5H8O | OMol25 | ωB97M-V/def2-TZVPD
C -1.44644 -0.43711 0.22783
C -0.32352 1.10525 0.46852
C 0.35607 1.10453 -0.90015
C 0.37051 -0.31723 -0.55549
C 1.22173 -0.44461 0.69073
O 0.68107 0.68814 1.36033
H -1.38276 -1.51906 0.04994
H -1.82776 -0.32848 1.24448
H -2.17671 -0.02026 -0.46922
H 1.29934 1.64981 -0.92699
H -0.31877 1.36886 -1.71326
H 0.24790 -1.11361 -1.28506
H 2.30983 -0.39552 0.53199
H 0.98951 -1.34070 1.27635
```

Properties
* orbital gap: 8.54 eV
* 2S+1: 1
* E_tot: -270.34069 hartree
* energy relative to the best compared isomer or geometry (same formula, charge and spin): 136.3 kcal per mole

C5H8O as an isolated structure, computed with ωB97M-V/def2-TZVPD.

Geometry as XYZ:
```
14
C5H8O | OMol25 | ωB97M-V/def2-TZVPD
O -2.85096 0.16986 -0.47503
C -1.98492 -0.13465 0.22372
C -0.24849 0.81857 0.46118
C 0.33311 0.81903 -0.95511
C 1.26165 -0.33824 -0.48568
C 0.64326 -0.16617 0.89664
H -1.17720 -1.48437 0.89245
H -0.65341 1.66575 1.01097
H -0.35868 0.59765 -1.77591
H 0.88175 1.73404 -1.19994
H 1.08131 -1.30634 -0.96663
H 2.33154 -0.11072 -0.54945
H -0.33282 -1.39955 1.06152
H 1.10836 -0.30376 1.86986
```

Properties
* orbital gap: 9.73 eV
* 2S+1: 1
* E_tot: -270.38629 hartree
* energy relative to the best compared isomer or geometry (same formula, charge and spin): 107.7 kcal per mole

C5H8O as an isolated structure, computed with ωB97M-V/def2-TZVPD.

Geometry as XYZ:
```
14
C5H8O | OMol25 | ωB97M-V/def2-TZVPD
C 1.60309 0.54684 0.44148
C 0.34893 0.33737 -0.39952
C -0.10534 -1.11896 -0.63611
C -1.85683 -0.32225 -0.36965
O -1.26798 -0.63170 0.97544
C -0.95375 0.59608 0.30652
H 1.50053 0.05853 1.41786
H 1.78059 1.61578 0.61881
H 2.49121 0.14250 -0.05419
H 0.42282 0.85427 -1.36365
H 0.41932 -1.83984 0.05432
H -0.22736 -1.53503 -1.60408
H -2.95813 -0.10322 -0.21448
H -1.22217 1.45084 0.91746
```

Properties
* orbital gap: 8.97 eV
* 2S+1: 1
* E_tot: -270.34469 hartree
* energy relative to the best compared isomer or geometry (same formula, charge and spin): 133.8 kcal per mole

A single C5H8O molecule, computed with ωB97M-V/def2-TZVPD.

Geometry as XYZ:
```
14
C5H8O | OMol25 | ωB97M-V/def2-TZVPD
O 0.59568 -1.25795 1.56779
C 0.12366 -0.56932 0.45992
C -1.07535 0.33858 0.52908
C -0.45113 1.31200 -0.50347
C 0.88161 0.57227 -0.40000
C 0.65528 -0.82995 -0.87492
H 0.81545 -2.15258 1.26834
H -1.12618 0.84026 1.50090
H -2.01576 -0.16217 0.30714
H -0.41967 2.36745 -0.22149
H -0.91914 1.24432 -1.49477
H 1.49913 0.74078 0.46403
H 1.53526 -1.45664 -0.96293
H -0.09884 -0.98706 -1.63963
```

Properties
* orbital gap: 8.94 eV
* 2S+1: 1
* E_tot: -270.44858 hartree
* SMILES: O[C@@]12CC[C@@H]1C2
* energy relative to the best compared isomer or geometry (same formula, charge and spin): 68.6 kcal per mole

A single C5H8O molecule, computed with ωB97M-V/def2-TZVPD.

Geometry as XYZ:
```
14
C5H8O | OMol25 | ωB97M-V/def2-TZVPD
C -1.52672 -0.23578 -0.23017
C -0.25601 -1.10037 -0.39648
C 0.61358 0.07422 -0.05150
C -0.62398 1.03737 -0.19993
C 1.76084 0.24365 0.80387
O 2.11972 -0.21656 -0.45946
H -2.25684 -0.27213 -1.04763
H -2.06356 -0.44910 0.70179
H -0.06497 -1.29841 -1.45825
H -0.12339 -2.02027 0.17104
H -0.67087 1.62185 -1.11416
H -0.81205 1.71220 0.65488
H 2.08513 1.27871 0.93836
H 1.81914 -0.37536 1.68763
```

Properties
* orbital gap: 10.82 eV
* 2S+1: 1
* E_tot: -270.44652 hartree
* SMILES: C1CC2(C1)CO2
* energy relative to the best compared isomer or geometry (same formula, charge and spin): 69.9 kcal per mole

A single C5H8O molecule, computed with ωB97M-V/def2-TZVPD.

Geometry as XYZ:
```
14
C5H8O | OMol25 | ωB97M-V/def2-TZVPD
C 0.15472 1.00414 -1.34080
C 0.50015 -0.17728 -0.42892
C 1.04469 0.16643 0.89284
C -0.62390 -1.09649 -0.03636
C -1.28256 -0.71113 1.14925
O -2.17881 -1.19000 1.82000
H -0.58241 1.65112 -0.84783
H 1.04957 1.59951 -1.57048
H -0.28385 0.65209 -2.28270
H 1.24079 -0.83069 -0.92866
H 1.14413 1.19833 1.24630
H 1.52755 -0.60377 1.48866
H -0.91325 -1.97244 -0.62305
H -0.79683 0.31019 1.46175
```

Properties
* orbital gap (spin up / spin down): 8.55 / 7.05 eV
* 2S+1: 1
* E_tot: -270.41447 hartree
* energy relative to the best compared isomer or geometry (same formula, charge and spin): 90.0 kcal per mole

A single C5H8O molecule, computed with ωB97M-V/def2-TZVPD.

Geometry as XYZ:
```
14
C5H8O | OMol25 | ωB97M-V/def2-TZVPD
C -1.70581 -0.01371 0.55398
C -0.44065 0.66192 0.12145
C -0.25446 1.32517 -1.01859
C 1.82130 -0.52523 -0.85289
C 1.34271 -0.66238 0.52884
O 0.62311 0.46786 0.99378
H -1.52839 -1.08076 0.74793
H -2.07293 0.42389 1.48796
H -2.48189 0.07766 -0.21021
H 0.70296 1.77929 -1.23877
H -1.05048 1.40674 -1.75121
H 1.95556 -1.55721 -1.23586
H 2.30940 -0.73027 1.07328
H 0.77958 -1.57297 0.80033
```

Properties
* orbital gap: 8.44 eV
* 2S+1: 1
* E_tot: -270.36371 hartree
* energy relative to the best compared isomer or geometry (same formula, charge and spin): 121.9 kcal per mole

A single C5H8O molecule, computed with ωB97M-V/def2-TZVPD.

Geometry as XYZ:
```
14
C5H8O | OMol25 | ωB97M-V/def2-TZVPD
C 2.86615 0.14558 0.08054
C 1.72592 0.52010 0.19327
C 0.30954 0.87759 0.27642
C -0.62158 -0.37150 0.32476
C -1.86643 -0.13470 -0.51276
O -0.02977 -1.54240 -0.19321
H 3.88322 -0.15622 -0.03394
H 0.05960 1.50081 -0.59140
H 0.13745 1.48254 1.17497
H -0.89868 -0.52842 1.37967
H -1.55798 0.02913 -1.55137
H -2.50967 -1.01834 -0.48014
H -2.43388 0.73798 -0.17366
H 0.89961 -1.56080 0.07111
```

Properties
* orbital gap: 11.02 eV
* 2S+1: 1
* E_tot: -270.48230 hartree
* SMILES: C#CC[C@@H](C)O
* energy relative to the best compared isomer or geometry (same formula, charge and spin): 47.4 kcal per mole

A single C5H8O molecule, computed with ωB97M-V/def2-TZVPD.

Geometry as XYZ:
```
14
C5H8O | OMol25 | ωB97M-V/def2-TZVPD
C 0.94301 2.42036 0.36236
C 0.83191 0.93607 0.54295
C -0.26852 0.16381 0.34589
C -0.05027 -1.21219 -0.06768
C -1.09053 -1.97324 -0.44028
O -1.05621 -3.21067 -0.98762
H 1.15286 2.59644 -0.69390
H 1.81441 2.82624 0.89222
H 0.06604 3.01491 0.58952
H 1.78398 0.46609 0.75247
H -1.18425 0.41548 0.88629
H 0.97805 -1.43455 -0.35683
H -2.11258 -1.63372 -0.28439
H -1.80791 -3.37504 -1.54099
```

Properties
* orbital gap: 8.48 eV
* 2S+1: 1
* E_tot: -270.47332 hartree
* SMILES: C/C=C/C=C/O
* energy relative to the best compared isomer or geometry (same formula, charge and spin): 53.1 kcal per mole

C5H8O as an isolated structure, computed with ωB97M-V/def2-TZVPD.

Geometry as XYZ:
```
14
C5H8O | OMol25 | ωB97M-V/def2-TZVPD
C 1.43377 -0.42233 0.45446
C 0.63047 0.56159 -0.35823
C -0.73865 0.27314 -1.00836
C -1.78070 -0.25680 -0.08094
O -1.31899 0.42558 1.00701
C -0.54882 1.26661 0.13555
H 0.79884 -1.01791 1.11134
H 2.15231 0.11436 1.08055
H 1.99313 -1.10066 -0.19418
H 1.21844 1.18378 -1.03304
H -0.90499 0.41810 -2.06856
H -0.79106 -2.27647 0.20814
H -1.49308 -1.97187 0.17622
H -0.78574 2.32131 0.16345
```

Properties
* orbital gap: 9.17 eV
* 2S+1: 1
* E_tot: -270.34052 hartree
* energy relative to the best compared isomer or geometry (same formula, charge and spin): 136.4 kcal per mole

A single C5H8O molecule, computed with ωB97M-V/def2-TZVPD.

Geometry as XYZ:
```
14
C5H8O | OMol25 | ωB97M-V/def2-TZVPD
C 1.08214 -1.67670 -0.80704
C 0.94641 -0.47958 -0.69384
C 0.19631 0.69534 -0.32018
C 0.99042 1.61420 0.59140
O -1.02639 0.34129 0.40248
C -1.65997 -0.89382 0.19605
H 1.47161 -2.62705 -1.01948
H -0.10690 1.21856 -1.23326
H 1.87332 2.02330 0.09004
H 0.33642 2.43165 0.89348
H 1.32775 1.06284 1.47301
H -2.40710 -0.86156 -0.60743
H -2.10261 -1.20015 1.15293
H -0.92141 -1.64832 -0.11816
```

Properties
* orbital gap: 10.80 eV
* 2S+1: 1
* E_tot: -270.44606 hartree
* SMILES: C#C[C@H](C)OC
* energy relative to the best compared isomer or geometry (same formula, charge and spin): 70.2 kcal per mole

A single C5H8O molecule, computed with ωB97M-V/def2-TZVPD.

Geometry as XYZ:
```
14
C5H8O | OMol25 | ωB97M-V/def2-TZVPD
C 1.75545 -0.47384 0.19274
C 0.50604 0.34301 -0.09608
C -0.67405 -0.20493 -0.97531
C -1.69493 0.34594 0.05754
C -0.51821 0.40439 1.02743
O -0.43110 0.20762 2.21326
H 2.28014 -0.04027 1.05239
H 1.49529 -1.50510 0.45788
H 2.44661 -0.49751 -0.65714
H 0.76911 1.35919 -0.41998
H -0.74533 0.21408 -1.98316
H -0.60217 -1.29441 -1.05945
H -2.02798 1.34369 -0.25172
H -2.55734 -0.20466 0.44577
```

Properties
* orbital gap: 10.38 eV
* 2S+1: 1
* E_tot: -270.52653 hartree
* SMILES: C[C@H]1CCC1=O
* energy relative to the best compared isomer or geometry (same formula, charge and spin): 19.7 kcal per mole